1.
The following is a quantum chemistry calculation of C29H13CrF10IN3S as an isolated structure in a non-equilibrium geometry, from OMol25.

```
58
Properties=species:S:1:pos:R:3:mulliken_spin:R:1
Cr -0.02172 0.09765 0.16384 1.3855
C 2.13652 -0.99555 4.80497 0.0010
C 1.57681 -2.63318 3.42991 -0.0030
C 0.67040 -2.01130 2.32992 0.0099
C 0.46927 0.15495 2.81623 -0.1536
C 1.22607 1.02870 3.75625 -0.0012
C 2.03653 0.49045 4.65985 0.0006
N -0.40277 0.85206 1.87994 0.0011
N -0.77833 2.00934 2.12819 -0.0722
C -0.93854 2.68137 0.89781 -0.0187
C -1.46051 3.96452 0.84463 -0.0117
C -1.38375 4.65797 -0.35159 0.0070
C -0.76659 4.07658 -1.45666 -0.0073
C -0.26020 2.78385 -1.39369 0.0186
C -0.35222 2.05358 -0.21273 -0.0985
H 2.52871 -1.29474 5.77695 -0.0001
H 1.66710 -3.71508 3.47920 -0.0011
H 0.14788 -2.73289 1.71208 -0.0107
H 1.11826 2.10001 3.64920 0.0013
H 2.62157 1.12062 5.31947 0.0001
H -1.89718 4.40460 1.73288 -0.0005
H -1.78276 5.66167 -0.42222 0.0003
H -0.68333 4.63861 -2.37917 -0.0004
H 0.18960 2.35317 -2.28035 0.0003
F -0.12426 -1.82124 -6.23038 0.0000
C -0.55868 -1.47225 -5.02084 -0.0003
C 0.30409 -0.91141 -4.10124 0.0013
F 1.58722 -0.71792 -4.41026 -0.0002
C -0.18285 -0.55940 -2.86163 -0.0149
F 0.71233 -0.01288 -1.98707 -0.0049
C -1.49331 -0.74326 -2.45501 0.0037
S -2.09808 -0.28267 -0.87216 -0.0441
C -2.32866 -1.31069 -3.41120 0.0076
F -3.61120 -1.53786 -3.11822 0.0000
C -1.87940 -1.67042 -4.66853 0.0004
F -2.71698 -2.21745 -5.55030 0.0001
F 3.19404 0.12056 0.58040 -0.0029
C 2.67272 -0.59608 1.60724 -0.0244
C 1.21562 -0.70278 1.69183 0.0329
C -0.06505 -1.17576 3.39600 0.0108
F -1.39955 -1.26249 3.62593 0.0015
C 0.85101 -1.78034 4.49544 0.0008
F 0.19291 -2.30762 5.56213 0.0001
C 2.87668 -1.84490 3.70005 -0.0002
F 3.85015 -2.64288 4.26642 0.0002
C 3.46472 -1.12799 2.52088 -0.0078
F 4.79420 -1.00679 2.49457 -0.0007
I 4.18159 -4.23005 -0.43168 0.0000
C 2.13754 -3.86988 -0.53152 -0.0002
C 1.21349 -4.89926 -0.42861 -0.0005
C -0.13471 -4.57933 -0.46695 -0.0010
C -0.50567 -3.24818 -0.56278 0.0027
N 0.38499 -2.26146 -0.64494 0.0049
C 1.68504 -2.56875 -0.66160 -0.0117
H 1.54012 -5.92583 -0.32136 -0.0001
H -0.89100 -5.35013 -0.40229 0.0001
H -1.54762 -2.94403 -0.55603 -0.0010
H 2.38489 -1.74825 -0.76643 0.0009
```

Summary:
**⟨S²⟩**: 0.79
**Energy relative to the best compared isomer or geometry (same formula, charge and spin)**: 82.6 kcal per mole
**Lowest unoccupied orbital energy (spin up / spin down)**: -0.047 / -0.038 Ha
**F_max**: 0.03153 Eh/bohr
**Multiplicity**: 2
**Highest occupied orbital energy (spin up / spin down)**: -8.355 / -8.361 eV
**E**: -109279.346 eV
**M**: 804.4 u
**Gap between HOMO and LUMO (spin up / spin down)**: 7.08 / 7.33 eV

2.
The following is a quantum chemistry calculation of C29H16Br3F6N4O5PtS3 as an isolated structure, from OMol25.

```
67
Properties=species:S:1:pos:R:3:lowdin_charge:R:1
Pt 0.11553 -0.05960 0.01039 1.5663
Br -4.69568 -1.51624 -0.06730 0.8685
C -3.75508 -0.53635 1.22281 -0.6053
C -4.42062 -0.06616 2.37278 -0.1315
C -3.77685 0.68462 3.31743 -0.6142
Br -4.72661 1.30523 4.82228 0.8368
C -2.40640 1.00249 3.16274 -0.1771
C -1.62222 1.78281 4.03639 0.0180
C -0.30386 2.03035 3.75432 -0.0038
C 0.26932 1.49638 2.59569 -0.0665
N -0.44309 0.76053 1.76912 -0.0589
C -1.76861 0.50775 2.01041 -0.1583
C -2.42913 -0.24848 1.01801 -0.3861
O -1.74757 -0.60517 -0.07599 -0.2175
H -5.46859 -0.30179 2.49499 0.1085
H -2.07658 2.19231 4.92869 0.0987
H 0.30395 2.63660 4.40941 0.1224
H 1.30718 1.66744 2.34397 0.1234
S 0.93377 -3.24883 -2.97144 1.2035
C 0.79783 -1.78568 -3.89992 -0.4315
C 0.88739 -1.63407 -5.27948 -0.0684
C 0.77795 -0.35686 -5.78947 -0.0471
C 0.59823 0.74646 -4.94714 -0.0247
C 0.50703 0.59722 -3.58027 0.0033
C 0.59281 -0.68865 -3.06039 -0.2425
N 0.53753 -1.06592 -1.71747 -0.0503
C 0.71549 -2.35463 -1.54161 -0.5163
C 0.70781 -2.84817 -0.17632 -0.2315
C 0.93136 -4.16466 0.20611 -0.0083
C 0.90011 -4.49295 1.55178 -0.0454
C 0.64124 -3.51267 2.49831 -0.0410
C 0.41603 -2.18918 2.12349 -0.0620
C 0.46466 -1.86320 0.78317 -0.2343
H 1.04227 -2.48625 -5.92675 0.1175
H 0.84201 -0.20662 -6.85839 0.1169
H 0.53056 1.74052 -5.36752 0.1123
H 0.38555 1.45671 -2.94393 0.0547
H 1.12244 -4.92584 -0.54061 0.1178
H 1.06885 -5.51443 1.86261 0.1182
H 0.60577 -3.77487 3.54743 0.1182
H 0.20764 -1.44967 2.88385 0.1064
F -3.41282 4.37759 -0.61231 0.1832
C -2.72087 3.33317 -0.20830 -0.6705
F -2.23489 3.56154 1.01505 0.1467
F -3.51523 2.26522 -0.15682 0.1562
S -1.35031 2.96659 -1.38425 0.6343
O -0.55764 1.94542 -0.66818 -0.4347
O -1.94059 2.51530 -2.60483 -0.2294
N -0.64443 4.35264 -1.37518 -0.2768
S 0.47481 4.62292 -2.48661 0.6077
O 1.14925 3.39213 -2.83579 -0.3268
O 1.23313 5.77323 -2.13258 -0.2660
C -0.48811 5.10747 -4.02205 -0.6648
F 0.11965 6.13188 -4.60171 0.1577
F -1.72981 5.45353 -3.70998 0.1522
F -0.52354 4.08679 -4.87573 0.1363
Br 4.05087 4.04223 -0.59603 0.8914
C 3.69854 2.26416 -0.14610 -0.6426
C 4.69582 1.43184 0.33315 -0.0629
C 4.36796 0.12838 0.66281 -0.0137
C 3.06538 -0.30123 0.53221 -0.0833
N 2.09795 0.51451 0.07785 -0.0863
C 2.40714 1.77553 -0.27672 -0.1335
H 5.70717 1.79922 0.44221 0.1218
H 5.11755 -0.55817 1.02928 0.1251
H 2.78002 -1.30990 0.78608 0.1114
H 1.61692 2.38922 -0.68001 0.0783
```

Summary:
**Charge**: +1
**Energy relative to the best compared isomer or geometry (same formula, charge and spin)**: 0.0 kcal per mole
**Lowest unoccupied orbital energy**: -0.138 Ha
**F_max**: 0.01453 Eh/bohr
**Multiplicity**: 1
**Highest occupied orbital energy**: -11.092 eV
**E**: -308710.241 eV
**M**: 1145.4 u
**Gap between HOMO and LUMO**: 7.34 eV

3.
The following is a quantum chemistry calculation of C29H16Cl2IrN4O6 as an isolated structure in a non-equilibrium geometry, from OMol25.

```
58
Properties=species:S:1:pos:R:3:lowdin_charge:R:1
Ir -0.18847 0.95730 -0.41396 1.4743
O 5.62505 -2.98152 0.26721 0.0956
N 4.76259 -3.51250 -0.39990 -0.3287
O 4.89282 -4.55654 -0.99385 0.1091
C 3.50471 -2.75509 -0.63209 -0.0375
C 2.56052 -3.40784 -1.34468 0.0919
C 1.29132 -2.80944 -1.60873 -0.1068
C 0.26264 -3.43182 -2.34091 0.0409
C -0.92184 -2.76477 -2.52580 0.0036
C -1.09054 -1.49079 -1.97030 -0.0593
N -0.13533 -0.90358 -1.26872 -0.0681
C 1.04975 -1.53850 -1.09932 -0.1389
C 2.06293 -0.84034 -0.36504 -0.1125
N 1.72867 0.41251 0.04216 -0.0290
C 2.61693 1.14888 0.68387 -0.0449
C 3.89217 0.65799 0.96551 0.0094
C 4.24772 -0.60957 0.57818 0.0474
C 3.31572 -1.41446 -0.11565 -0.0330
H 2.77474 -4.40245 -1.70854 0.1406
H 0.41621 -4.42070 -2.75293 0.1356
H -1.73386 -3.20563 -3.08528 0.1246
H -2.01515 -0.93515 -2.06692 0.1333
H 2.30231 2.14625 0.96266 0.1313
H 4.59623 1.29035 1.48622 0.1263
H 5.23109 -0.98709 0.79606 0.1134
O -0.77495 4.09971 1.97380 0.1264
C -0.53309 3.03658 1.46664 -0.5604
O -0.08474 2.84669 0.25478 -0.1528
C -0.70255 1.74760 2.26147 -0.1465
C -0.79682 1.82099 3.65800 0.0363
C -0.80243 0.66274 4.37386 0.0366
C -0.79806 -0.57507 3.69242 -0.1362
C -0.84831 -1.80732 4.38606 -0.0110
C -0.92647 -2.98676 3.70531 -0.0519
C -0.99223 -2.97623 2.29690 -0.0456
C -0.92586 -1.80337 1.59829 -0.0090
C -0.78589 -0.57617 2.27908 -0.1652
N -0.67515 0.60788 1.58977 0.0268
H -0.82936 2.80263 4.10786 0.1327
H -0.82481 0.67233 5.45618 0.1318
H -0.84228 -1.79128 5.46828 0.1241
H -0.96983 -3.92545 4.23970 0.1149
H -1.12019 -3.90895 1.76369 0.1130
H -1.04127 -1.79788 0.52694 0.0846
Cl -4.12421 5.55627 -4.37208 0.7030
C -3.47656 4.31375 -3.36085 -0.6601
C -4.31951 3.69378 -2.42301 -0.0876
C -3.84910 2.70396 -1.60441 -0.5735
Cl -4.89728 1.95133 -0.46229 0.7432
C -2.49425 2.27892 -1.65484 -0.3486
O -2.11479 1.33418 -0.85804 -0.2186
C -1.66386 2.90925 -2.62714 -0.1233
C -0.32439 2.50909 -2.86141 -0.1245
O 0.35162 1.65084 -2.24961 -0.1191
C -2.17534 3.92720 -3.46901 -0.0470
H -5.35248 4.00452 -2.34469 0.1173
H 0.19057 2.97902 -3.70361 0.1490
H -1.52503 4.39367 -4.19729 0.1225
```

Summary:
**Charge**: +1
**Energy relative to the best compared isomer or geometry (same formula, charge and spin)**: 0.0 kcal per mole
**Lowest unoccupied orbital energy**: -0.161 Ha
**F_max**: 0.02057 Eh/bohr
**Multiplicity**: 1
**Highest occupied orbital energy**: -10.738 eV
**E**: -76457.161 eV
**M**: 779.6 u
**Gap between HOMO and LUMO**: 6.36 eV